The following is a quantum chemistry calculation of C10H15FeS8 as an isolated structure, from the OMol25 dataset.

Properties
E_HOMO (spin up / spin down), eV: -14.150 / -14.702
E_tot, a.u.: -4838.67283
Total charge: +2
Kohn-Sham gap (spin up / spin down), Ha: 0.294 / 0.214
Expectation value of S²: 8.808
LUMO energy (spin up / spin down), eV: -6.15 / -8.88
M, g/mol: 447.61
Spin multiplicity: 6

Last column: Mulliken spin population.
Atoms and positions in Å:
Fe  0.50  -0.57  -0.76  3.74
C  3.45  0.79  -1.47  0.00
C  2.79  1.94  -0.71  0.00
S  0.98  1.83  -0.66  0.05
C  0.56  2.03  1.09  -0.01
C  1.20  1.05  2.07  0.01
S  0.88  -0.70  1.68  0.05
C  2.52  -1.45  1.75  -0.01
C  3.55  -0.91  0.77  0.00
S  2.99  -0.89  -0.96  0.03
H  3.20  0.83  -2.54  0.00
H  4.53  0.86  -1.39  0.00
H  3.15  2.02  0.32  0.00
H  3.03  2.87  -1.22  0.00
H  0.80  3.06  1.37  0.00
H  -0.53  1.93  1.10  0.00
H  2.28  1.18  2.15  0.00
H  0.77  1.23  3.06  0.00
H  2.89  -1.33  2.77  0.00
H  2.34  -2.51  1.59  0.00
H  3.85  0.10  1.02  0.00
H  4.44  -1.54  0.80  0.00
C  -4.39  1.41  -1.06  0.01
S  -4.67  0.25  0.31  0.05
C  -4.33  -1.29  -0.44  0.15
C  -3.14  -1.72  -1.04  0.11
S  -1.69  -0.81  -1.12  0.15
S  -3.16  -3.30  -1.67  0.12
C  -4.75  -3.73  -1.15  -0.15
S  -5.40  -5.20  -1.39  0.52
S  -5.57  -2.43  -0.37  0.14
H  -4.66  2.39  -0.65  0.00
H  -5.05  1.18  -1.89  0.00
H  -3.35  1.42  -1.38  0.00